10 unconnected molecules or ions with the total composition C48H47Br6N7O14 at a distorted geometry. Source: OMol25; level of theory: wB97M-V/def2-TZVPD.

Results
* F_max: 0.085 hartree/bohr
* E_tot: -18737.23371 Eh
* SMILES string: O=[N+]([O-])c1ccccc1.O=[N+]([O-])c1ccccc1.O=[N+]([O-])c1ccccc1.O=[N+]([O-])c1ccccc1.O=[N+]([O-])c1ccccc1.O=[N+]([O-])c1ccccc1.O=[N+]([O-])c1ccccc1.BrCCBr.BrCCBr.BrCCBr
* multiplicity: 1
* frontier orbital gap: 8.5 eV
* LUMO: -1.158 eV
* total charge: 0

Geometry as XYZ:
```
122
Properties=species:S:1:pos:R:3:forces:R:3
Br -1.540 -4.250 5.362 1.418 0.670 0.038
Br -4.741 -0.642 -1.338 -0.506 0.729 0.462
Br -6.688 2.959 1.110 0.388 -0.734 -0.351
Br 5.284 2.666 0.170 0.202 -0.664 0.596
Br -0.572 -3.387 2.050 0.525 0.528 1.145
Br 5.129 -1.920 -0.294 0.068 0.389 -0.016
O 1.274 1.630 3.429 -0.584 -1.489 -1.053
O 3.240 -4.841 0.958 1.643 -0.852 1.256
O 4.144 -6.607 1.945 -0.140 2.206 -0.878
O -3.011 -7.561 -4.961 0.448 1.905 1.332
O 2.116 1.900 7.193 3.245 -0.586 -2.861
O -0.612 -5.016 -6.328 -0.188 -1.111 -0.404
O -2.977 0.567 -3.910 0.723 0.165 -0.350
O -2.481 -3.872 -6.206 1.906 -0.540 0.052
O -0.878 -7.418 -4.824 -1.933 1.660 1.121
O -4.956 0.973 -4.651 1.408 0.026 -0.213
O 3.354 0.341 6.254 -0.212 1.667 -0.117
O -3.184 4.113 0.376 -0.489 -1.292 -0.303
O 2.617 0.075 2.850 -0.560 -0.942 -0.532
O -2.275 5.992 -0.042 0.075 0.541 -0.105
N 3.878 -5.396 1.863 -1.538 -0.450 1.122
N 1.587 0.703 2.667 0.707 3.027 -0.093
N -3.729 1.137 -4.664 -2.038 0.753 -0.359
N -1.240 -4.003 -6.206 -1.617 1.193 0.102
N -2.890 5.236 0.669 0.327 0.751 1.654
N -2.019 -6.990 -4.492 1.734 -3.219 -1.315
N 3.062 1.531 6.393 -2.004 -0.474 2.265
C 1.080 -0.549 -5.580 0.575 2.235 -0.347
C -3.035 7.002 2.449 0.914 -1.243 -2.966
C -0.984 -4.043 -2.444 -0.746 -1.738 -0.262
C 5.431 3.072 3.834 -0.960 -0.023 2.559
C -2.369 4.283 -7.208 -1.802 0.752 -0.435
C -4.188 6.644 4.499 -0.649 -1.183 -0.178
C -3.331 -4.575 -1.909 -0.420 -1.482 -1.564
C -5.810 0.915 -0.817 -0.338 1.692 1.267
C 3.688 3.925 5.936 0.115 -2.445 1.287
C -0.589 0.248 -1.093 0.844 -0.424 0.035
C 5.362 4.409 4.304 0.054 -0.121 -1.313
C -0.358 1.324 1.045 2.430 0.200 1.353
C -2.193 -3.841 -1.729 1.607 1.084 0.169
C 0.554 -0.486 -0.808 -0.549 0.443 -0.987
C -2.067 -5.925 -3.434 -1.286 0.103 -1.387
C 4.419 -3.366 5.650 -0.564 -0.024 1.690
C -1.909 2.712 -5.486 -1.167 0.019 -0.955
C 0.260 -2.626 3.710 -0.732 -0.186 1.157
C 4.069 -2.609 4.568 -0.194 -0.587 -1.589
C -0.964 -1.700 -5.317 -0.287 -1.670 -1.192
C 4.087 -4.611 3.178 0.921 -0.637 0.687
C 1.238 -0.347 0.397 0.923 0.295 -0.176
C 0.869 0.611 1.344 -2.446 -0.643 -0.584
C -3.311 -5.643 -2.843 1.352 0.585 0.316
C -0.991 1.135 -0.150 -1.505 0.706 0.679
C -4.071 4.883 2.879 -0.048 -0.762 -0.240
C -4.517 5.312 4.102 1.190 2.232 1.362
C 0.835 -2.716 -6.537 0.157 0.087 -0.889
C 4.471 -5.367 4.324 -0.776 1.000 0.066
C 4.530 -4.731 5.593 1.249 -1.514 -2.672
C -3.256 2.205 -5.614 1.850 1.123 0.213
C -0.444 -2.808 -6.034 0.385 2.504 1.048
C -4.165 2.794 -6.524 0.393 -0.390 0.807
C 0.346 -3.621 4.903 -0.102 -1.325 -1.471
C -3.734 3.871 -7.245 1.486 -0.031 -0.304
C -0.213 -0.537 -5.218 -2.290 -0.995 2.485
C -1.445 3.795 -6.321 -1.430 -2.279 0.166
C -3.509 7.441 3.623 0.524 1.459 1.545
C 5.497 0.762 0.670 0.430 -0.507 -0.097
C -0.932 -5.125 -3.337 -0.781 0.487 0.670
C -3.266 5.697 2.066 -1.476 -0.471 -0.258
C 4.483 4.829 5.317 0.692 -0.137 -0.810
C 3.941 -3.231 3.296 -0.315 0.383 0.621
C 4.710 2.135 4.590 -0.691 0.239 1.258
C 1.560 -1.529 -6.357 1.096 -2.029 -0.893
C 4.895 0.015 -0.460 -1.198 -0.058 -0.659
C -5.471 1.481 0.607 0.193 -1.076 -0.909
C 3.864 2.547 5.651 -0.390 0.713 -0.927
H -1.914 1.667 -0.327 0.028 0.402 0.024
H 5.965 5.145 3.793 0.133 0.155 0.061
H -0.362 -1.862 4.178 -0.460 0.308 -0.946
H -6.881 0.715 -0.782 0.208 -0.609 -0.415
H -1.230 2.209 -4.814 -0.120 0.108 0.147
H 4.925 -5.354 6.382 -0.355 0.243 0.428
H -5.660 1.765 -1.484 0.200 -0.526 -0.526
H -4.259 -4.304 -1.428 0.044 -0.001 0.146
H 2.525 -1.361 -6.813 0.183 -0.532 -0.025
H -2.126 5.055 -7.924 0.369 0.127 0.043
H -0.034 -3.549 -2.305 -0.350 0.690 0.289
H 1.634 0.347 -5.342 0.449 -0.022 -0.222
H -5.598 0.647 1.297 0.023 0.462 0.365
H 0.903 -1.055 -1.657 0.546 -0.603 0.443
H -2.518 7.596 1.710 0.196 0.370 0.282
H -0.116 -5.297 -4.023 0.214 -0.215 0.387
H 3.820 0.176 -0.371 0.026 -0.129 -0.514
H -4.457 3.892 2.692 0.707 -0.147 -0.946
H 0.921 -3.296 5.769 -0.667 0.661 0.066
H -4.438 4.309 -7.936 0.196 0.221 -0.119
H -4.459 1.885 0.632 -0.187 -0.007 0.163
H 3.168 4.260 6.821 -0.604 -0.338 -0.173
H 1.194 -3.527 -7.154 0.269 -0.006 0.039
H 3.702 -2.565 2.480 -0.136 -0.359 -0.375
H -1.144 0.249 -2.019 0.175 -0.543 -0.211
H -2.250 -3.022 -1.027 0.162 0.169 0.147
H 6.537 0.447 0.748 0.122 0.743 0.290
H -4.914 4.601 4.812 -0.523 0.103 -0.164
H -5.178 2.474 -6.719 0.044 -0.403 0.586
H 2.176 -0.879 0.458 -0.033 -0.287 0.534
H -0.559 0.269 -4.588 -0.338 0.003 -0.147
H 0.830 -4.562 4.639 -0.133 0.018 -0.287
H 4.933 0.462 1.554 0.205 0.737 0.313
H 5.241 0.380 -1.427 0.076 -0.457 0.061
H -4.426 7.156 5.420 -0.381 -0.700 0.380
H -4.184 -6.195 -3.157 0.012 -0.120 0.204
H 4.373 5.817 5.739 0.593 0.399 -0.661
H 4.865 1.073 4.463 -0.239 -0.061 -0.266
H 6.082 2.597 3.115 0.232 0.936 -0.325
H 4.687 -6.423 4.260 -0.169 0.022 -0.227
H -3.198 8.421 3.952 -0.297 0.273 -0.047
H -0.415 4.075 -6.483 0.115 -0.026 0.735
H 4.512 -2.955 6.645 0.037 0.562 -0.034
H 3.837 -1.560 4.677 0.222 0.124 -0.107
H -1.937 -1.947 -4.917 -0.285 0.943 0.248
H 1.166 -2.121 3.377 0.253 -0.613 0.239
H -0.692 2.161 1.640 -0.007 -0.291 0.546
```
Forces are in eV/Å.